{
  "formula": "C34H38CdN10S2",
  "method": "ωB97M-V/def2-TZVPD",
  "lumo_energy_ev": 0.500,
  "spin_multiplicity": 1,
  "orbital_gap_ev": 7.971,
  "total_energy_ev": -77012.572,
  "homo_energy_ev": -7.47,
  "symbols": ["Cd", "C", "C", "N", "N", "C", "N", "S", "C", "C", "C", "C", "C", "N", "H", "H", "H", "H", "H", "H", "H", "H", "H", "C", "C", "C", "C", "C", "C", "C", "N", "C", "N", "C", "C", "C", "C", "C", "C", "C", "N", "C", "C", "C", "C", "C", "C", "C", "H", "H", "H", "H", "H", "H", "H", "H", "H", "H", "H", "H", "H", "H", "H", "H", "H", "H", "H", "H", "H", "H", "C", "C", "C", "N", "N", "C", "N", "S", "H", "H", "H", "H", "H", "H", "H"],
  "coordinates": [[0.12215, -0.01075, 1.72977], [1.73381, 1.95362, 5.86162], [1.11320, 1.78297, 4.50717], [1.28345, 0.74646, 3.78774], [2.12366, -0.22914, 4.29122], [1.68179, -1.44488, 4.09750], [2.47298, -2.45668, 4.56216], [0.15786, -1.91139, 3.41354], [0.20424, 2.82315, 3.94836], [0.44679, 4.17984, 4.13811], [-0.41818, 5.09765, 3.56495], [-1.49769, 4.63344, 2.83333], [-1.65891, 3.26229, 2.70052], [-0.83745, 2.37420, 3.24618], [1.37669, 1.15776, 6.51705], [1.48055, 2.91340, 6.30524], [2.81726, 1.84418, 5.80519], [3.42587, -2.21901, 4.78663], [2.29823, -3.36747, 4.17462], [1.30649, 4.50984, 4.70573], [-0.24686, 6.15968, 3.68504], [-2.19744, 5.31234, 2.36618], [-2.47859, 2.85550, 2.11888], [0.04843, -1.57676, -3.50077], [-1.37685, -1.47738, -3.96278], [-1.68827, -1.10313, -5.26500], [-3.00464, -1.01356, -5.69759], [-4.04197, -1.30492, -4.82667], [-3.75148, -1.67536, -3.52094], [-2.43507, -1.75827, -3.09043], [-2.17592, -2.11751, -1.72915], [-1.54878, -1.23673, -0.85781], [-1.90114, 0.06885, -1.08292], [-1.16317, 1.27288, -0.88154], [-0.28915, 1.45623, 0.18980], [0.39632, 2.67608, 0.22590], [0.19260, 3.68269, -0.70384], [-0.72889, 3.48334, -1.72142], [-1.41116, 2.28123, -1.83521], [-2.39374, 2.08650, -2.96286], [-0.77892, -1.62190, 0.09537], [-0.43895, -2.99217, 0.19273], [0.80008, -3.42054, -0.27432], [1.17925, -4.74687, -0.13769], [0.32412, -5.65069, 0.47622], [-0.90126, -5.21521, 0.95912], [-1.30194, -3.88920, 0.83418], [-2.59955, -3.40684, 1.42020], [0.72844, -1.43888, -4.34107], [0.25059, -2.54875, -3.04700], [0.28447, -0.82514, -2.74191], [-0.88073, -0.88085, -5.95276], [-3.21703, -0.71916, -6.71724], [-5.07041, -1.24066, -5.15635], [-4.54116, -1.89729, -2.81410], [-1.94768, -3.08710, -1.55700], [-2.60512, 0.14882, -1.79724], [1.10034, 2.86155, 1.03450], [0.73217, 4.61998, -0.63168], [-0.91572, 4.26350, -2.45109], [-2.42151, 2.97324, -3.59450], [-3.41297, 1.92086, -2.59749], [-2.13239, 1.23542, -3.59840], [1.45965, -2.68563, -0.71927], [2.14575, -5.07095, -0.50322], [0.61350, -6.68746, 0.59086], [-1.56067, -5.91453, 1.46049], [-3.12861, -4.22464, 1.90815], [-3.25784, -2.97763, 0.66173], [-2.41476, -2.62672, 2.16222], [2.14212, 1.66789, -3.17923], [3.09840, 0.53214, -2.81350], [3.19868, 0.36352, -1.33134], [2.35100, -0.29277, -0.62918], [2.57840, -0.23449, 0.72547], [3.64690, 0.45323, 1.01910], [4.15710, 0.59023, 2.26642], [4.43672, 1.12829, -0.37336], [2.02396, 1.74024, -4.26138], [2.51284, 2.62526, -2.81041], [1.16331, 1.50403, -2.72688], [4.08946, 0.71340, -3.23366], [2.74169, -0.41318, -3.22382], [3.56592, 0.28610, 3.04512], [4.76535, 1.37035, 2.43978]],
  "atomic_forces_ev_per_a": [[0.014, -0.064, 0.010], [0.011, 0.003, -0.012], [0.023, 0.053, -0.012], [-0.047, -0.108, -0.009], [0.076, 0.111, -0.026], [-0.115, -0.005, 0.090], [0.022, 0.015, -0.068], [0.070, -0.011, -0.058], [-0.007, -0.030, -0.005], [-0.002, 0.013, -0.006], [0.007, -0.002, 0.005], [-0.011, -0.002, -0.003], [0.007, 0.008, 0.006], [-0.011, -0.005, 0.007], [0.010, -0.004, -0.003], [-0.003, 0.001, -0.001], [0.004, 0.005, 0.004], [-0.004, 0.006, 0.008], [-0.001, -0.002, 0.008], [-0.001, -0.005, 0.003], [-0.001, 0.001, -0.001], [0.001, -0.001, -0.002], [0.001, 0.001, -0.005], [0.005, 0.012, 0.018], [-0.011, -0.012, -0.002], [0.007, -0.010, 0.001], [-0.006, -0.004, 0.001], [0.000, 0.005, -0.005], [0.003, 0.022, 0.010], [-0.005, 0.011, 0.000], [-0.013, -0.035, 0.007], [-0.011, 0.010, 0.005], [-0.002, -0.012, -0.001], [0.029, -0.006, 0.003], [0.047, 0.024, -0.005], [-0.009, 0.001, -0.001], [0.007, -0.002, 0.002], [0.002, 0.000, -0.001], [-0.009, 0.002, 0.001], [-0.003, 0.004, 0.001], [-0.066, 0.032, -0.007], [0.007, 0.002, 0.000], [-0.010, -0.006, -0.012], [0.000, 0.004, -0.004], [-0.001, 0.002, 0.002], [-0.001, 0.001, 0.000], [0.005, 0.001, 0.003], [-0.001, 0.004, -0.004], [0.006, 0.005, 0.004], [0.003, -0.004, -0.004], [-0.008, 0.006, 0.013], [-0.002, 0.001, 0.000], [0.000, 0.001, 0.000], [0.000, -0.001, -0.001], [0.001, -0.005, 0.001], [0.035, 0.009, 0.000], [0.004, 0.003, -0.004], [0.002, 0.001, 0.007], [0.001, 0.002, 0.000], [0.000, 0.000, 0.000], [0.000, -0.001, -0.001], [0.001, -0.002, 0.000], [0.001, -0.006, -0.005], [0.006, 0.008, 0.001], [0.000, 0.000, 0.001], [0.000, 0.000, -0.001], [0.000, 0.000, 0.000], [0.000, 0.000, 0.000], [0.001, 0.001, -0.005], [-0.002, -0.002, -0.003], [0.001, 0.008, 0.001], [0.013, 0.001, -0.004], [-0.007, 0.002, 0.002], [-0.017, -0.026, 0.005], [0.079, 0.006, 0.008], [-0.066, 0.007, -0.057], [-0.054, -0.026, 0.131], [-0.007, 0.010, 0.016], [0.003, 0.000, -0.001], [-0.006, 0.000, 0.001], [-0.007, -0.004, 0.005], [0.000, -0.009, -0.005], [-0.017, -0.007, 0.002], [0.031, -0.008, -0.058], [-0.005, 0.000, 0.008]],
  "mulliken_charge": [0.2744, -1.5466, -0.0392, 1.3567, -1.4946, 0.3819, -0.4686, -0.5190, 0.6197, -0.8704, -0.4402, -0.5658, -0.1921, -0.2519, 0.3175, 0.4644, 0.3231, 0.2411, 0.2259, 0.3940, 0.4279, 0.4226, 0.4197, -0.8881, 1.0947, -0.7834, -0.6831, -0.5656, -0.2422, -0.6510, 0.1979, -0.4635, -0.0808, 1.2315, -1.8061, 1.4894, -1.1897, -0.9297, 1.4306, -1.3946, 0.7675, -1.3377, 0.1584, -0.9578, -0.7155, -0.8396, 1.6369, -1.1774, 0.5675, 0.2148, -0.1138, 0.3783, 0.3990, 0.3915, 0.4771, 0.4874, -0.0042, 0.3607, 0.4525, 0.3049, 0.4306, 0.3651, 0.0824, 0.4252, 0.4450, 0.4025, 0.4067, 0.4472, 0.2279, 0.1621, -0.6088, -0.4326, 0.1210, 0.0042, -0.3386, 0.2789, -0.4228, -0.2523, 0.3840, 0.3774, -0.1838, 0.4769, 0.0485, 0.2236, 0.2323]
}

{
  "formula": "C34H38CuN7O3S2",
  "method": "ωB97M-V/def2-TZVPD",
  "e_above_lowest_kj_mol": 0.0,
  "lumo_energy_ev": -0.909,
  "spin_multiplicity": 1,
  "orbital_gap_ev": 6.110,
  "total_energy_ev": -118760.089,
  "homo_energy_ev": -7.02,
  "symbols": ["Cu", "C", "C", "C", "C", "C", "C", "C", "N", "C", "C", "C", "C", "C", "C", "C", "N", "C", "C", "C", "C", "H", "H", "H", "H", "H", "H", "H", "H", "H", "H", "H", "H", "H", "H", "H", "H", "H", "H", "H", "H", "H", "H", "H", "H", "O", "S", "O", "O", "C", "N", "C", "C", "C", "N", "C", "C", "C", "N", "C", "C", "H", "H", "H", "H", "H", "H", "N", "C", "S", "N", "C", "C", "C", "C", "C", "C", "H", "H", "H", "H", "H", "H", "H", "H"],
  "coordinates": [[1.58476, -1.33964, -1.45821], [-2.31652, 4.08387, -2.75467], [-0.80771, 4.31775, -2.91887], [-0.51792, 4.84797, -4.32931], [-0.35922, 5.36138, -1.89766], [-0.09044, 2.98735, -2.73222], [-0.37720, 1.90803, -3.56674], [0.24007, 0.69570, -3.34982], [1.11615, 0.48240, -2.36609], [1.42632, 1.51140, -1.56955], [0.84696, 2.76443, -1.73230], [2.41159, 1.22898, -0.47054], [2.86934, 2.21223, 0.38916], [3.77458, 1.90348, 1.40396], [4.18536, 0.58013, 1.49176], [3.68152, -0.35023, 0.59825], [2.81709, -0.04527, -0.36009], [4.25272, 2.99638, 2.35201], [5.23375, 2.45861, 3.39266], [3.03742, 3.58783, 3.07954], [4.94943, 4.09512, 1.53804], [-2.85252, 5.02618, -2.87601], [-2.55007, 3.68523, -1.76653], [-2.70162, 3.38587, -3.49785], [-1.01853, 5.80661, -4.47128], [-0.88156, 4.16660, -5.09869], [0.55228, 4.99614, -4.48337], [-0.90227, 6.29037, -2.07237], [0.70674, 5.58325, -1.98196], [-0.57135, 5.04606, -0.87447], [-1.08896, 1.99639, -4.37532], [0.02180, -0.15445, -3.98424], [1.10859, 3.56380, -1.05950], [2.52347, 3.22859, 0.28012], [4.88729, 0.25384, 2.24388], [3.98538, -1.38967, 0.65089], [4.77865, 1.69082, 4.02038], [5.54893, 3.27333, 4.04521], [6.12948, 2.04175, 2.92913], [2.51386, 2.82342, 3.65565], [2.32457, 4.03314, 2.38502], [3.36274, 4.36958, 3.76757], [5.80281, 3.69534, 0.98813], [5.31137, 4.87631, 2.20806], [4.27211, 4.56055, 0.82122], [-8.24193, -2.34077, 1.26576], [-7.40603, -1.16277, 1.15043], [-6.93052, -0.87614, -0.18852], [-7.84091, -0.00761, 1.90912], [-5.90530, -1.67414, 2.04390], [-6.04732, -2.07939, 3.31159], [-4.95259, -2.47651, 3.93394], [-3.69386, -2.47065, 3.33990], [-3.65466, -2.00642, 2.03741], [-4.75118, -1.62083, 1.39516], [-2.41039, -1.91906, 1.22345], [-1.13429, -2.08220, 1.74785], [-0.04405, -2.00403, 0.90365], [-0.15084, -1.75152, -0.40318], [-1.38072, -1.58946, -0.90284], [-2.52648, -1.67181, -0.14259], [-5.07626, -2.81806, 4.95737], [-2.81781, -2.80929, 3.87464], [-0.97576, -2.27158, 2.80000], [0.96231, -2.14780, 1.27989], [-1.43915, -1.37271, -1.96379], [-3.50918, -1.53110, -0.57289], [1.57170, -4.28870, -3.63527], [1.43632, -4.23512, -2.29754], [2.66067, -3.50501, -1.37431], [0.30927, -4.79017, -1.82299], [-0.13659, -4.98841, -0.48492], [0.71337, -5.35609, 0.54754], [0.17858, -5.58168, 1.80805], [-1.18473, -5.46276, 2.03697], [-2.02869, -5.11541, 0.99202], [-1.50446, -4.87393, -0.26645], [2.38899, -3.86808, -4.03915], [0.91251, -4.75683, -4.23396], [-0.38017, -5.05427, -2.51144], [1.77193, -5.46898, 0.37205], [0.84031, -5.87106, 2.61399], [-1.59007, -5.64773, 3.02279], [-3.09338, -5.01233, 1.15621], [-2.15987, -4.57656, -1.07681]],
  "atomic_forces_ev_per_a": [[0.227, -0.420, 0.042], [-0.023, 0.010, -0.004], [0.018, -0.034, 0.002], [-0.007, 0.010, -0.012], [0.012, 0.028, 0.008], [-0.009, -0.015, 0.018], [-0.008, 0.018, 0.000], [0.015, -0.028, -0.007], [0.061, 0.008, 0.008], [0.111, -0.026, 0.123], [-0.041, -0.024, -0.018], [-0.092, -0.007, -0.142], [0.052, -0.037, -0.005], [-0.032, 0.004, -0.012], [0.019, 0.019, 0.012], [0.047, -0.026, -0.040], [-0.176, 0.214, 0.082], [0.002, -0.033, -0.008], [0.013, 0.011, 0.011], [-0.007, 0.013, 0.019], [0.010, 0.018, 0.001], [0.005, 0.010, -0.001], [0.006, 0.000, 0.010], [-0.001, -0.010, -0.006], [-0.010, 0.006, -0.004], [0.004, -0.007, -0.007], [0.010, 0.001, 0.008], [-0.004, 0.002, 0.000], [0.011, -0.003, -0.012], [-0.011, -0.010, 0.005], [-0.011, 0.005, -0.003], [-0.001, -0.004, -0.008], [-0.002, 0.013, 0.012], [0.006, 0.012, -0.007], [0.003, -0.005, 0.014], [-0.015, -0.009, 0.009], [-0.012, -0.004, 0.001], [0.000, 0.003, 0.003], [0.005, 0.003, -0.011], [0.004, -0.011, 0.003], [-0.004, 0.002, -0.011], [0.007, 0.003, 0.003], [0.007, -0.009, 0.001], [0.000, 0.008, 0.004], [-0.005, -0.003, -0.007], [-0.010, 0.006, -0.020], [-0.057, -0.028, -0.052], [0.009, 0.002, -0.011], [0.009, 0.020, 0.011], [0.043, 0.015, 0.079], [0.005, -0.053, 0.014], [-0.008, 0.011, 0.029], [-0.042, 0.038, -0.034], [0.147, -0.032, -0.054], [-0.063, 0.007, 0.000], [-0.065, 0.056, 0.002], [-0.010, 0.019, -0.008], [0.008, 0.011, 0.008], [-0.098, 0.076, 0.045], [0.031, 0.072, -0.037], [0.028, 0.068, 0.044], [0.005, 0.006, 0.002], [0.002, -0.008, 0.006], [0.002, -0.006, 0.007], [0.004, -0.003, -0.002], [-0.002, -0.004, -0.006], [-0.015, 0.006, 0.005], [-0.009, 0.047, -0.056], [-0.065, 0.003, 0.064], [-0.113, 0.198, -0.128], [0.055, -0.025, -0.025], [-0.064, 0.041, 0.005], [-0.003, -0.012, 0.015], [0.015, -0.019, 0.009], [0.009, -0.035, -0.019], [0.020, -0.052, 0.001], [0.016, -0.062, 0.033], [0.014, -0.009, 0.003], [0.009, -0.010, 0.007], [0.019, -0.016, -0.019], [0.008, 0.008, -0.014], [-0.003, 0.002, 0.013], [-0.008, -0.005, 0.008], [-0.011, -0.006, 0.004], [0.003, -0.026, -0.007]],
  "mulliken_charge": [-0.5031, -1.6088, 2.0341, -1.6479, -2.1450, 0.1884, -0.2968, -0.8565, -0.6887, -0.5284, 0.6823, -0.3081, 0.5911, 0.1939, -0.2595, -0.7504, -0.4171, 2.0094, -2.2156, -1.5523, -1.5886, 0.4555, 0.3815, 0.3405, 0.4615, 0.3382, 0.3764, 0.4252, 0.4190, 0.4318, 0.4545, 0.4919, 0.4630, 0.3540, 0.5306, 0.4153, 0.4119, 0.4322, 0.4223, 0.3774, 0.3134, 0.4540, 0.3694, 0.4604, 0.3098, -0.6821, 1.2084, -0.6759, -0.6857, -0.0026, -0.4918, -0.4303, -0.5209, 0.1801, -0.3075, 1.5169, -0.8349, -0.4864, 0.3956, -0.7393, -0.8264, 0.4120, 0.3709, 0.3153, 0.5072, 0.4963, 0.7172, -0.4250, 0.6691, -0.4429, -0.2088, 0.6273, -0.3657, -0.6711, -0.7898, -0.5158, -0.3338, 0.2530, 0.1733, 0.2826, 0.4454, 0.4071, 0.4485, 0.5078, 0.2807]
}